72
Properties=species:S:1:pos:R:3 method="wB97M-V/def2-TZVPD" orbital_gap_ev="3.5 / 5.9" e_homo_ev="-2.465 / -4.839" total_energy_ha=-5831.51499 charge=-1 multiplicity=2
K 0.323 -1.125 0.745
S -7.246 1.155 -1.585
N -5.967 0.574 -2.481
C -5.052 0.175 -1.593
C -3.767 -0.368 -1.915
C -3.360 -0.540 -3.251
C -2.097 -0.989 -3.517
C -1.228 -1.237 -2.436
N -1.593 -1.127 -1.178
C -2.856 -0.722 -0.891
C -3.250 -0.582 0.491
N -2.383 -0.942 1.470
C -2.742 -0.806 2.723
C -3.983 -0.280 3.127
C -4.869 0.107 2.159
C -4.525 -0.039 0.801
C -5.422 0.352 -0.239
N -6.635 0.891 -0.058
H -4.064 -0.300 -4.036
H -1.741 -1.127 -4.528
H -0.196 -1.519 -2.617
H -2.013 -1.107 3.468
H -4.210 -0.188 4.180
H -5.839 0.522 2.398
S 4.146 -0.293 4.808
Sb 2.496 0.936 3.987
S 0.349 0.359 4.196
S 2.932 2.903 2.968
C 1.090 3.443 -0.104
C 0.905 1.917 -0.131
N -0.506 1.568 -0.031
C -1.045 1.945 1.270
C -0.694 3.408 1.581
N -0.238 4.021 0.286
C -1.246 3.770 -0.797
C -1.256 2.245 -1.069
H 1.339 3.871 -1.075
H 1.814 3.752 0.652
H 1.450 1.478 0.701
H 1.311 1.495 -1.052
H -0.640 1.311 2.059
H -2.125 1.788 1.246
H 0.140 3.500 2.281
H -1.545 3.996 1.925
H -0.130 5.024 0.421
H -0.942 4.359 -1.663
H -2.203 4.141 -0.428
H -0.807 2.014 -2.036
H -2.281 1.871 -1.080
C -0.164 -4.495 -0.518
S 1.520 -4.149 0.058
C 2.386 -4.121 -1.458
C 2.716 -3.018 -2.195
S 2.445 -1.338 -1.948
S 3.612 -3.413 -3.655
C 3.648 -5.134 -3.524
S 4.455 -6.119 -4.578
S 2.897 -5.678 -2.082
H -0.799 -4.548 0.366
H -0.214 -5.450 -1.041
H -0.523 -3.696 -1.167
C 5.823 -1.418 0.277
N 5.206 -0.265 0.917
C 6.035 0.611 1.734
C 3.923 -0.340 1.160
N 2.792 -0.431 1.376
H 6.646 -1.071 -0.349
H 5.085 -1.907 -0.358
H 6.203 -2.122 1.024
H 6.817 1.032 1.102
H 6.477 0.060 2.566
H 5.419 1.412 2.140



107
Properties=species:S:1:pos:R:3 method="wB97M-V/def2-TZVPD" orbital_gap_ev=3.6 e_homo_ev=-12.163 total_energy_ha=-6593.89576 charge=+2
Pt 0.908 0.725 0.411
I 5.153 -5.311 6.737
C 4.311 -3.955 5.437
C 4.713 -2.624 5.463
C 4.139 -1.708 4.597
C 3.174 -2.117 3.677
C 2.802 -3.465 3.633
C 3.348 -4.373 4.520
C 2.546 -1.172 2.735
C 1.891 -0.082 3.191
C 1.790 0.335 4.571
C 1.186 1.545 4.573
C 0.827 1.829 3.209
C 0.027 3.001 2.789
C -0.174 4.088 3.768
C 0.248 5.375 3.423
C 0.061 6.434 4.297
C -0.578 6.223 5.512
I -0.877 7.794 6.812
C -1.023 4.946 5.853
C -0.808 3.883 4.997
C -0.562 3.123 1.576
N -0.430 2.236 0.492
C -1.361 2.542 -0.388
C -1.586 1.785 -1.632
C -2.874 1.897 -2.319
C -3.574 0.705 -2.567
C -4.813 0.727 -3.183
C -5.357 1.939 -3.594
I -7.190 1.987 -4.522
C -4.660 3.130 -3.373
C -3.445 3.113 -2.723
C -0.662 0.939 -2.168
C -0.658 0.473 -3.530
C 0.483 -0.247 -3.693
C 1.156 -0.236 -2.433
N 0.500 0.492 -1.538
C 2.311 -1.092 -2.131
C 2.738 -1.359 -0.882
C 3.726 -2.357 -0.514
C 3.706 -2.449 0.831
C 2.750 -1.471 1.305
N 2.209 -0.814 0.305
C 2.878 -1.832 -3.282
C 3.502 -1.134 -4.313
C 4.033 -1.825 -5.389
C 3.916 -3.211 -5.457
I 4.691 -4.233 -7.073
C 3.272 -3.906 -4.438
C 2.761 -3.218 -3.350
C -2.151 3.662 0.074
C -1.640 4.042 1.261
N 1.246 0.885 2.391
H 5.480 -2.302 6.154
H 4.477 -0.681 4.603
H 2.047 -3.804 2.934
H 3.027 -5.405 4.497
H 2.133 -0.216 5.427
H 0.993 2.168 5.425
H 0.748 5.541 2.478
H 0.411 7.421 4.029
H -1.546 4.786 6.786
H -1.186 2.905 5.262
H -3.164 -0.234 -2.219
H -5.353 -0.196 -3.342
H -5.072 4.066 -3.724
H -2.900 4.038 -2.603
H -1.402 0.696 -4.273
H 0.829 -0.745 -4.580
H 4.333 -2.914 -1.204
H 4.308 -3.083 1.456
H 3.590 -0.056 -4.274
H 4.536 -1.285 -6.178
H 3.168 -4.980 -4.493
H 2.255 -3.765 -2.563
H -3.013 4.077 -0.412
H -2.003 4.818 1.910
C -3.452 0.172 1.313
O -2.418 -0.536 0.645
C -2.736 -1.793 0.207
C -4.034 -2.260 0.069
C -4.242 -3.545 -0.427
Br -6.012 -4.149 -0.640
C -3.192 -4.373 -0.766
C -1.884 -3.912 -0.603
C -1.668 -2.622 -0.138
O -0.391 -2.093 -0.031
C -0.775 -4.809 -0.985
N -0.917 -5.842 -1.762
C 0.354 -6.395 -1.867
C 0.777 -7.517 -2.581
C 2.111 -7.857 -2.506
C 3.018 -7.105 -1.737
C 2.614 -5.991 -1.025
C 1.265 -5.654 -1.112
N 0.525 -4.626 -0.554
H -3.920 -0.445 2.083
H -4.220 0.517 0.614
H -2.976 1.032 1.781
H -4.881 -1.645 0.327
H -3.352 -5.370 -1.146
H 0.051 -2.290 -0.869
H 0.078 -8.093 -3.169
H 2.470 -8.722 -3.045
H 4.054 -7.409 -1.702
H 3.314 -5.417 -0.433
H 0.818 -3.955 0.135